Record 1
Density functional theory data (ωB97M-V/def2-TZVPD) for a structure of composition C30H29CuN5SeTe at a distorted geometry.

Values from the calculation:
expectation value of S²	0.760
E_HOMO (spin up / spin down)	-0.2396 / -0.2468	Ha
orbital gap (spin up / spin down)	5.095 / 5.265	eV

Geometry as ORCA input:
```
! wB97M-V def2-TZVPD RIJCOSX def2/J DEFGRID3
* xyz 0 2
Cu -0.25 -0.56 -0.66
Se 5.40 -1.58 4.29
N 5.29 -1.32 2.54
C 4.02 -1.21 2.20
C 3.56 -1.06 0.85
C 4.40 -1.07 -0.25
C 3.85 -1.02 -1.52
C 2.47 -0.93 -1.65
N 1.64 -0.88 -0.62
C 2.16 -0.95 0.64
C 1.24 -0.96 1.72
N -0.06 -0.76 1.43
C -0.95 -0.83 2.40
C -0.61 -1.09 3.73
C 0.72 -1.26 4.06
C 1.68 -1.19 3.06
C 3.09 -1.31 3.29
N 3.64 -1.52 4.48
H 5.47 -1.14 -0.10
H 4.46 -1.07 -2.40
H 2.01 -0.92 -2.63
H -1.99 -0.67 2.12
H -1.38 -1.15 4.48
H 1.04 -1.46 5.07
C -1.42 -5.69 0.23
N -1.94 -4.59 -0.56
C -1.57 -4.72 -1.95
C -1.61 -3.28 -0.02
C -2.55 -2.23 -0.59
C -3.89 -2.58 -0.67
C -4.84 -1.71 -1.16
C -4.43 -0.46 -1.61
C -3.09 -0.12 -1.53
C -2.13 -0.96 -0.99
H -1.78 -6.62 -0.20
H -1.80 -5.62 1.25
H -0.32 -5.72 0.26
H -1.99 -5.64 -2.35
H -0.48 -4.73 -2.10
H -1.99 -3.88 -2.51
H -0.56 -3.00 -0.22
H -1.75 -3.31 1.06
H -4.17 -3.58 -0.36
H -5.87 -2.00 -1.21
H -5.14 0.25 -2.01
H -2.80 0.84 -1.94
C 0.30 7.40 -0.28
C 0.27 5.92 -0.49
C -0.91 5.20 -0.43
C -0.96 3.85 -0.75
C -2.26 3.13 -0.65
C 0.20 3.21 -1.19
Te 0.04 1.42 -2.36
C 1.42 3.88 -1.11
C 2.74 3.22 -1.39
C 1.44 5.22 -0.77
H -0.69 7.77 -0.01
H 0.60 7.90 -1.20
H 1.01 7.68 0.49
H -1.82 5.70 -0.15
H -2.96 3.66 -0.02
H -2.11 2.13 -0.23
H -2.70 3.02 -1.64
H 2.70 2.15 -1.21
H 3.51 3.65 -0.76
H 3.03 3.38 -2.43
H 2.39 5.75 -0.76
*
```

---

Record 2
Density functional theory data (ωB97M-V/def2-TZVPD) for a structure of composition C50H68F2N4O5PRu at a distorted geometry.

Values from the calculation:
expectation value of S²	8.764
E_HOMO (spin up / spin down)	-0.2189 / -0.2875	Ha
orbital gap (spin up / spin down)	5.672 / 7.196	eV

Geometry as ORCA input:
```
! wB97M-V def2-TZVPD RIJCOSX def2/J DEFGRID3
* xyz 0 6
Ru 0.63 -0.93 -0.54
C -2.68 -0.69 6.01
C -1.96 -1.92 5.46
C -2.99 -3.06 5.35
C -0.85 -2.31 6.44
C -1.37 -1.68 4.08
C -1.51 -0.48 3.40
C -0.97 -0.35 2.13
N -0.30 -1.32 1.52
C -0.14 -2.49 2.16
C -0.66 -2.68 3.43
C 0.59 -3.53 1.42
C 0.84 -4.80 1.94
C 1.53 -5.75 1.20
C 1.96 -5.38 -0.06
C 1.68 -4.10 -0.52
N 1.02 -3.20 0.19
C 1.75 -7.14 1.79
C 2.57 -8.03 0.85
C 0.38 -7.80 2.03
C 2.51 -7.02 3.12
H -3.08 -0.92 6.99
H -3.51 -0.39 5.37
H -1.99 0.16 6.12
H -3.46 -3.23 6.32
H -2.53 -4.00 5.02
H -3.77 -2.79 4.63
H -1.27 -2.49 7.43
H -0.11 -1.51 6.52
H -0.33 -3.22 6.13
H -2.06 0.36 3.82
H -1.06 0.57 1.57
H -0.52 -3.64 3.92
H 0.47 -5.04 2.93
H 2.51 -6.05 -0.70
H 1.98 -3.78 -1.51
H 2.05 -8.20 -0.09
H 2.74 -9.00 1.32
H 3.54 -7.59 0.64
H -0.18 -7.86 1.09
H -0.21 -7.22 2.74
H 0.51 -8.80 2.43
H 3.46 -6.50 2.98
H 2.71 -8.02 3.52
H 1.93 -6.48 3.87
O -1.10 -1.73 -1.45
N -1.50 -1.38 -2.62
N -0.87 -0.35 -3.06
O 0.06 0.24 -2.39
C -1.26 0.21 -4.30
C -0.56 1.33 -4.75
C -0.94 1.93 -5.93
C -2.00 1.42 -6.67
C -2.67 0.29 -6.23
C -2.31 -0.33 -5.05
H 0.27 1.68 -4.16
H -0.41 2.80 -6.29
H -2.29 1.89 -7.60
H -3.47 -0.13 -6.83
H -2.81 -1.21 -4.68
O 0.13 1.71 -0.20
P -0.53 3.04 -0.21
C -0.19 3.92 1.41
C 0.60 2.99 2.33
C 0.51 3.50 3.78
C 0.52 5.04 3.84
C 1.27 5.61 2.64
C 0.56 5.26 1.31
C -2.38 2.97 -0.55
C -3.30 3.51 0.55
C -3.56 2.45 1.61
C -4.32 1.25 1.01
C -4.17 1.18 -0.52
C -2.76 1.54 -0.97
C -0.02 4.00 -1.69
C 1.49 4.03 -1.94
C 1.79 4.68 -3.29
C 1.01 6.00 -3.50
C 0.32 6.47 -2.22
C -0.67 5.40 -1.76
H -1.17 4.11 1.87
H 1.63 2.96 1.99
H 0.24 1.96 2.28
H 1.35 3.09 4.34
H -0.41 3.12 4.25
H 1.00 5.37 4.77
H -0.50 5.43 3.85
H 2.28 5.21 2.64
H 1.35 6.69 2.73
H 1.32 5.20 0.53
H -0.12 6.06 1.04
H -2.50 3.63 -1.41
H -4.26 3.80 0.10
H -2.89 4.42 1.00
H -4.12 2.87 2.45
H -2.59 2.13 2.01
H -5.39 1.34 1.25
H -3.97 0.32 1.45
H -4.89 1.85 -1.00
H -4.41 0.17 -0.86
H -2.70 1.46 -2.06
H -2.06 0.81 -0.57
H -0.44 3.36 -2.47
H 1.87 3.01 -1.92
H 2.01 4.59 -1.16
H 1.55 3.98 -4.09
H 2.86 4.87 -3.36
H 0.23 5.86 -4.26
H 1.67 6.78 -3.87
H -0.20 7.41 -2.39
H 1.07 6.66 -1.44
H -1.50 5.39 -2.47
H -1.10 5.69 -0.79
F 3.42 -1.07 0.05
C 2.44 -0.09 0.04
F 2.22 0.21 1.41
H 2.86 0.81 -0.42
O 2.94 0.04 -2.81
C 2.61 -1.12 -3.03
O 1.82 -1.87 -2.36
C 3.20 -1.80 -4.27
C 3.79 -3.05 -4.18
C 4.35 -3.64 -5.31
C 4.29 -2.99 -6.53
C 3.68 -1.74 -6.62
C 3.14 -1.15 -5.49
H 3.83 -3.56 -3.23
H 4.83 -4.61 -5.24
H 4.72 -3.44 -7.41
H 3.63 -1.23 -7.58
H 2.69 -0.17 -5.54
*
```

---

Q: Which formula does entry 2 have?
A: C50H68F2N4O5PRu

---

Q: expectation value of S² of number 2 (C50H68F2N4O5PRu)?
A: 8.764

---

Copy entry 1 word for word.
Density functional theory data (ωB97M-V/def2-TZVPD) for a structure of composition C30H29CuN5SeTe at a distorted geometry.

Values from the calculation:
expectation value of S²	0.760
E_HOMO (spin up / spin down)	-0.2396 / -0.2468	Ha
orbital gap (spin up / spin down)	5.095 / 5.265	eV

Geometry as ORCA input:
```
! wB97M-V def2-TZVPD RIJCOSX def2/J DEFGRID3
* xyz 0 2
Cu -0.25 -0.56 -0.66
Se 5.40 -1.58 4.29
N 5.29 -1.32 2.54
C 4.02 -1.21 2.20
C 3.56 -1.06 0.85
C 4.40 -1.07 -0.25
C 3.85 -1.02 -1.52
C 2.47 -0.93 -1.65
N 1.64 -0.88 -0.62
C 2.16 -0.95 0.64
C 1.24 -0.96 1.72
N -0.06 -0.76 1.43
C -0.95 -0.83 2.40
C -0.61 -1.09 3.73
C 0.72 -1.26 4.06
C 1.68 -1.19 3.06
C 3.09 -1.31 3.29
N 3.64 -1.52 4.48
H 5.47 -1.14 -0.10
H 4.46 -1.07 -2.40
H 2.01 -0.92 -2.63
H -1.99 -0.67 2.12
H -1.38 -1.15 4.48
H 1.04 -1.46 5.07
C -1.42 -5.69 0.23
N -1.94 -4.59 -0.56
C -1.57 -4.72 -1.95
C -1.61 -3.28 -0.02
C -2.55 -2.23 -0.59
C -3.89 -2.58 -0.67
C -4.84 -1.71 -1.16
C -4.43 -0.46 -1.61
C -3.09 -0.12 -1.53
C -2.13 -0.96 -0.99
H -1.78 -6.62 -0.20
H -1.80 -5.62 1.25
H -0.32 -5.72 0.26
H -1.99 -5.64 -2.35
H -0.48 -4.73 -2.10
H -1.99 -3.88 -2.51
H -0.56 -3.00 -0.22
H -1.75 -3.31 1.06
H -4.17 -3.58 -0.36
H -5.87 -2.00 -1.21
H -5.14 0.25 -2.01
H -2.80 0.84 -1.94
C 0.30 7.40 -0.28
C 0.27 5.92 -0.49
C -0.91 5.20 -0.43
C -0.96 3.85 -0.75
C -2.26 3.13 -0.65
C 0.20 3.21 -1.19
Te 0.04 1.42 -2.36
C 1.42 3.88 -1.11
C 2.74 3.22 -1.39
C 1.44 5.22 -0.77
H -0.69 7.77 -0.01
H 0.60 7.90 -1.20
H 1.01 7.68 0.49
H -1.82 5.70 -0.15
H -2.96 3.66 -0.02
H -2.11 2.13 -0.23
H -2.70 3.02 -1.64
H 2.70 2.15 -1.21
H 3.51 3.65 -0.76
H 3.03 3.38 -2.43
H 2.39 5.75 -0.76
*
```

---

Q: The lowest expectation value of S² belongs to which entry?
A: C30H29CuN5SeTe